[1]
C23H25NO5 | ωB97M-V/def2-TZVPD

XYZ file:
```
54
Properties=species:S:1:pos:R:3:forces:R:3
C -1.56193 4.10919 2.18950 0.291 -0.120 -0.354
C -0.41532 3.38291 1.49555 -0.189 -0.284 0.422
C 0.54556 2.76556 2.50903 -0.129 0.131 -0.367
O 0.24890 4.36430 0.69875 -0.056 0.213 0.005
C 1.10982 3.99142 -0.27524 0.276 0.120 -0.274
C 1.83812 5.03136 -0.86458 -0.156 -0.157 0.172
C 2.74813 4.76925 -1.86780 -0.042 -0.006 0.051
C 2.95059 3.47259 -2.30290 -0.032 -0.299 -0.028
C 2.21620 2.42685 -1.74527 0.311 0.823 -0.039
C 2.46362 1.06457 -2.27163 -0.274 -0.383 0.009
O 3.44818 0.79872 -2.92751 -0.045 0.010 0.029
C 1.42631 -0.00128 -1.95132 0.364 -0.287 -0.191
C 1.39370 -1.10443 -3.01166 -0.202 0.109 0.032
C 0.39211 -2.18550 -2.61132 0.241 -0.053 0.108
C 0.69382 -2.72292 -1.20729 -0.316 -0.282 -0.433
N 0.75141 -1.62687 -0.26465 0.284 -0.017 0.170
C -0.30382 -1.19620 0.47347 -0.019 -0.211 0.076
O -0.37686 -0.05260 0.89471 -0.129 0.357 0.019
C -1.34869 -2.20950 0.80948 -0.264 0.057 0.119
C -2.68179 -1.88169 0.61206 0.272 0.070 -0.058
C -3.70942 -2.75557 0.95658 -0.096 -0.359 0.151
C -3.34496 -3.95222 1.52372 0.564 0.007 0.033
C -2.00375 -4.27785 1.74691 -0.458 0.228 -0.157
C -0.98532 -3.42834 1.39803 -0.218 -0.205 0.113
O -1.92864 -5.51410 2.32938 0.363 0.322 -0.126
C -3.26156 -5.95497 2.47739 -0.346 -1.123 0.537
O -4.13790 -4.97710 1.95897 -0.120 0.463 -0.233
C 1.77131 -0.65758 -0.60334 -0.055 0.462 0.175
C 1.29433 2.69018 -0.73053 -0.108 0.000 0.085
H -2.11311 3.41250 2.81391 -0.071 -0.068 0.087
H -2.23565 4.53747 1.45193 -0.098 0.036 -0.038
H -1.17024 4.91295 2.80762 0.035 0.077 0.098
H -0.82828 2.59226 0.85720 0.077 0.108 0.001
H 1.43273 2.38331 2.01006 0.086 -0.096 0.004
H 0.85285 3.51232 3.23767 0.023 0.093 0.074
H 0.05563 1.94047 3.01648 -0.026 -0.114 0.075
H 1.66979 6.03587 -0.50900 -0.022 0.114 0.051
H 3.30702 5.58098 -2.30886 0.035 0.076 -0.037
H 3.66507 3.24672 -3.07909 0.055 -0.020 -0.055
H 0.43737 0.45807 -1.87346 0.038 0.017 0.086
H 1.11887 -0.67970 -3.97876 0.079 -0.023 -0.038
H 2.39384 -1.53078 -3.10952 0.023 0.028 -0.046
H 0.42043 -3.00886 -3.32600 -0.061 -0.027 -0.030
H -0.61751 -1.76664 -2.61570 -0.080 -0.049 -0.005
H -0.07399 -3.43506 -0.90612 0.167 0.035 -0.033
H 1.66591 -3.22675 -1.20293 -0.061 -0.044 0.023
H -2.92256 -0.92285 0.18006 -0.005 0.114 -0.021
H -4.74432 -2.50618 0.79537 -0.143 0.038 -0.028
H 0.04489 -3.67909 1.58900 0.162 -0.042 -0.005
H -3.39981 -6.90111 1.93062 0.054 0.269 0.058
H -3.48045 -6.11759 3.54494 0.069 0.125 -0.242
H 1.82429 0.07642 0.20098 0.071 -0.091 -0.070
H 2.73307 -1.17170 -0.68214 -0.014 0.021 -0.031
H 0.73198 1.88880 -0.28279 -0.106 -0.161 0.077
```
Forces are in eV/Å.

Calculated values
Frontier orbital gap   0.3258 Eh
DFT total energy   -35984.6368 eV
2S+1   1
LUMO energy   0.017 hartree

***

[2]
C17H21CoN3O9S4 | ωB97M-V/def2-TZVPD

XYZ file:
```
55
Properties=species:S:1:pos:R:3:forces:R:3
Co 0.16998 0.42306 -0.01637 -0.263 -0.286 0.144
N 0.10865 -1.96469 -3.73642 -0.021 -0.090 -0.103
C 0.05258 -1.56339 -2.39876 -0.036 -0.164 0.114
S -1.32769 -0.66691 -1.89991 -0.039 0.081 0.215
N 1.04238 -1.95644 -1.66355 0.269 -0.264 -0.452
N 0.99925 -1.52890 -0.35729 0.246 0.146 -0.026
C 1.98228 -1.94151 0.35515 -0.152 -0.291 -0.195
C 2.21616 -1.59752 1.73240 -0.068 0.416 0.331
C 3.36596 -2.07202 2.36927 -0.053 0.012 -0.054
C 3.67544 -1.73683 3.67294 0.156 -0.091 0.115
C 2.81093 -0.89007 4.37625 -0.034 -0.013 -0.148
C 1.66855 -0.40452 3.78351 -0.058 -0.044 0.085
C 1.31426 -0.73155 2.44211 0.070 -0.273 -0.019
O 0.22690 -0.29384 1.93013 0.150 0.390 -0.080
H -0.43818 -1.35438 -4.32094 0.018 0.062 -0.028
H 1.05906 -2.08476 -4.05864 0.008 -0.022 0.055
H 2.72113 -2.58290 -0.13188 -0.068 -0.078 0.011
H 4.03820 -2.71849 1.81115 -0.021 0.015 -0.044
H 4.57781 -2.11549 4.13996 -0.004 0.016 -0.020
H 3.05283 -0.60530 5.39577 -0.024 0.012 0.004
H 0.99164 0.25070 4.31974 0.021 0.048 -0.044
O 0.11093 3.53167 2.78152 -0.039 -0.168 -0.337
S 0.84322 3.50827 1.51614 -0.418 0.698 0.605
O 0.91456 4.81986 0.89155 0.058 -0.272 -0.106
O 0.37896 2.46540 0.60616 -0.139 0.034 -0.128
C 2.52732 3.12071 2.02121 -0.075 -0.016 -0.022
C 2.83769 3.53563 3.31244 -0.002 -0.080 -0.045
C 4.11252 3.36352 3.82113 0.049 -0.017 0.024
C 5.09001 2.75871 3.04423 0.002 0.079 0.075
C 4.78521 2.33250 1.76360 0.012 -0.005 0.039
C 3.51068 2.51651 1.24136 -0.126 -0.018 -0.044
S 3.24735 1.91547 -0.42827 0.785 0.107 -0.310
O 2.72539 3.03860 -1.19368 -0.411 -0.192 -0.015
O 4.56781 1.49735 -0.87325 -0.222 -0.097 0.120
O 2.32339 0.78703 -0.28141 -0.101 0.080 -0.255
H 2.03754 3.96757 3.89696 0.081 0.029 0.055
H 4.34298 3.68685 4.82978 -0.020 0.011 0.010
H 6.08952 2.62465 3.44099 0.011 -0.064 -0.017
H 5.51760 1.84524 1.13578 0.010 0.020 0.021
C -0.51260 3.11963 -2.45741 -0.067 0.023 -0.066
O 0.23071 1.93997 -2.26619 0.418 0.282 0.142
H -0.18140 3.65368 -3.35928 -0.055 0.002 0.008
H -0.41523 3.80034 -1.60637 -0.041 -0.022 0.053
H -1.55981 2.83731 -2.59736 -0.006 -0.005 0.029
H 1.10408 2.24938 -1.96485 0.194 -0.071 0.065
C -4.12192 1.32559 -0.63084 0.225 -0.004 0.381
S -3.14836 1.50453 0.91158 -0.667 0.072 -0.489
C -2.87677 3.28201 0.70797 0.424 -0.280 0.051
O -1.91438 0.73990 0.65731 -0.030 0.271 0.273
H -5.07818 1.83964 -0.52675 0.005 0.008 0.005
H -4.26396 0.25781 -0.78866 0.001 0.011 0.031
H -3.53228 1.73266 -1.45020 0.020 -0.006 -0.044
H -3.84689 3.78101 0.69580 0.001 -0.061 0.016
H -2.32231 3.44308 -0.21409 -0.008 0.044 -0.082
H -2.26398 3.62014 1.54057 0.035 0.024 0.098
```
Forces are in eV/Å.

Calculated values
Frontier orbital gap (alpha / beta)   0.2014 / 0.2001 Eh
DFT total energy   -121838.0645 eV
Charge   -2
2S+1   4
LUMO energy (alpha / beta)   0.151 / 0.151 hartree

***

[3]
H2N3O2S | ωB97M-V/def2-TZVPD

XYZ file:
```
8
Properties=species:S:1:pos:R:3:forces:R:3
N 3.05145 -0.72524 1.73320 0.540 -0.347 0.597
N 0.08973 0.34892 -0.49021 1.150 -1.759 -1.540
N 1.89486 -0.83565 1.26999 -2.064 0.468 -1.416
O 0.87212 -1.55446 1.50857 0.762 -0.458 0.853
O 3.61196 0.23615 1.01832 0.497 -0.506 0.407
S 1.80427 0.40799 0.01226 -0.756 1.608 -0.695
H -0.61714 0.24417 0.21996 0.116 -0.228 0.430
H 0.01293 -0.45717 -1.17681 -0.245 1.222 1.365
```
Forces are in eV/Å.

Calculated values
Frontier orbital gap   0.2852 Eh
DFT total energy   -19429.9062 eV
Charge   -1
2S+1   1
LUMO energy   0.155 hartree

***

[4]
C7H9BrN2O3S | ωB97M-V/def2-TZVPD

XYZ file:
```
23
Properties=species:S:1:pos:R:3:forces:R:3
C 2.11022 -1.22640 -2.96996 -2.036 -0.172 3.376
C 1.54228 -0.11417 -2.08486 -0.844 -1.383 -0.039
O 2.14853 0.85567 -1.75403 0.603 1.013 0.178
N 0.25793 -0.41365 -1.59012 1.429 -0.992 -1.901
C -0.47286 0.18524 -0.64037 -0.449 1.188 1.670
N -1.72818 0.09584 -0.63554 -1.901 -0.395 -0.023
C -2.49505 0.68822 0.40006 -0.613 0.856 0.185
C -1.95192 1.14256 1.56919 -1.424 1.708 -0.659
C -0.47064 1.03829 1.72262 -1.443 -1.881 -1.520
S -0.26986 -0.62900 2.46371 -0.396 -2.366 -0.174
O 1.09502 -1.08221 2.47516 0.096 0.837 0.624
O -1.17555 -1.55665 1.82045 0.222 0.883 0.744
Br -1.01192 -0.29742 4.59243 0.292 -0.010 -0.612
C 0.31919 0.88522 0.39897 -1.248 -0.237 1.289
H 1.48629 -1.59602 -3.71382 -1.191 -0.424 -1.389
H 3.02541 -0.98129 -3.28062 3.366 1.419 -1.714
H 2.32570 -2.03693 -2.27837 -0.296 -0.397 0.196
H -0.17864 -1.19602 -2.01780 -0.580 -0.484 -0.478
H -3.61578 0.80408 0.10968 2.217 -0.238 0.830
H -2.49866 1.79755 2.33905 0.593 -1.513 -1.360
H -0.08928 1.67944 2.44487 0.970 1.357 1.008
H 0.60272 1.80291 -0.06969 1.002 0.668 0.379
H 1.04504 0.15472 0.69899 1.630 0.564 -0.610
```
Forces are in eV/Å.

Calculated values
Frontier orbital gap   0.3082 Eh
DFT total energy   -97403.7392 eV
2S+1   1
LUMO energy   -0.022 hartree

***

[5]
H3S3 | ωB97M-V/def2-TZVPD

XYZ file:
```
6
Properties=species:S:1:pos:R:3:forces:R:3
S -1.18481 -0.91438 -0.69513 0.457 -0.612 -2.520
H -0.37330 -1.56298 -1.65828 -1.114 0.367 1.265
S 1.37764 -0.07042 1.84303 -0.307 0.457 -0.012
S -0.25910 0.99178 -1.19385 -0.623 -1.516 1.273
H 1.30979 1.20259 2.33933 0.002 -0.545 -0.310
H 0.12384 0.24866 0.05417 1.585 1.850 0.304
```
Forces are in eV/Å.

Calculated values
Frontier orbital gap   0.2321 Eh
DFT total energy   -32554.3303 eV
Charge   -1
2S+1   1
LUMO energy   0.118 hartree

***

[6]
C21H27N4O10S3Sc | ωB97M-V/def2-TZVPD

XYZ file:
```
66
Properties=species:S:1:pos:R:3:forces:R:3
Sc -0.12664 0.12154 -0.74070 0.435 0.448 0.145
N 2.26955 -0.01020 -1.57002 -0.200 0.011 -0.217
N 2.77943 1.30197 -1.60239 0.164 -0.062 -0.164
C 1.86650 2.33331 -1.34718 0.017 -0.132 -0.029
O 2.18628 3.48991 -1.52293 0.111 0.108 -0.049
O 0.73343 1.91234 -0.87482 -0.182 0.492 0.075
H 2.93988 -0.63163 -1.12640 -0.188 0.087 -0.006
H 2.03978 -0.36990 -2.50056 0.131 0.051 0.185
H 3.48027 1.52583 -2.30160 -0.189 -0.080 0.175
O 0.10953 -4.18491 -1.34780 -0.044 0.006 -0.036
S 0.00546 -2.92197 -2.02875 -0.040 0.032 0.082
O 0.79476 -2.73558 -3.20881 0.019 -0.008 -0.006
O 0.23577 -1.81459 -1.02401 0.100 -0.900 -0.007
C -1.73635 -2.71321 -2.43540 0.087 -0.108 0.029
C -2.50455 -3.85904 -2.27531 -0.003 -0.037 -0.003
C -3.86726 -3.85227 -2.52992 0.042 -0.023 0.013
C -4.48103 -2.69065 -2.95626 0.074 0.083 -0.017
C -3.72519 -1.54130 -3.12623 -0.048 -0.111 0.002
C -2.36130 -1.53849 -2.86682 -0.074 0.110 -0.099
S -1.62114 0.08032 -3.03981 -0.140 0.014 -0.215
O -2.24863 0.72408 -4.14509 0.042 0.017 0.073
O -1.88874 0.72972 -1.70850 -0.350 -0.008 -0.338
O -0.16709 -0.08236 -3.06336 -0.003 0.057 -0.024
H -2.01038 -4.75824 -1.93772 -0.001 -0.009 0.001
H -4.44340 -4.75738 -2.39447 0.004 -0.026 0.006
H -5.54087 -2.67286 -3.16008 -0.082 0.020 -0.021
H -4.18822 -0.62988 -3.47011 -0.047 0.088 -0.035
C -1.63749 3.59888 1.29981 0.083 0.009 0.122
O -1.57561 2.35818 0.61723 -0.244 -0.041 -0.247
H -2.57922 4.11905 1.09924 0.053 -0.014 0.008
H -0.80185 4.24765 1.02220 -0.005 0.005 0.007
H -1.57852 3.38786 2.36791 -0.013 0.014 -0.039
H -1.51516 2.55423 -0.32793 0.037 -0.020 0.067
N -0.92567 -2.69870 1.48464 0.226 -0.118 -0.019
C -2.13072 -2.08490 1.30755 -0.056 0.178 0.153
C -3.27891 -2.62115 1.92266 0.023 0.046 -0.093
C -4.46611 -1.94399 1.82614 -0.005 0.097 -0.041
C -4.50297 -0.73085 1.13595 0.103 -0.045 0.004
C -3.33672 -0.28024 0.55762 -0.132 -0.032 -0.053
N -2.16505 -0.93761 0.61282 0.101 0.071 -0.068
H -0.95667 -3.67846 1.71292 -0.010 0.004 -0.039
H -0.20265 -2.45567 0.81979 -0.077 -0.068 0.024
H -3.20060 -3.55234 2.46566 -0.002 -0.050 0.013
H -5.35856 -2.34513 2.28910 -0.015 0.002 0.004
H -5.41003 -0.15367 1.04439 -0.037 0.016 0.003
H -3.32254 0.65132 0.00776 -0.006 -0.111 0.071
C 6.50314 2.70485 0.79834 0.053 0.032 -0.007
C 5.10584 2.32046 1.18288 -0.035 0.001 0.016
C 4.09400 3.26565 1.23930 -0.054 -0.041 0.029
C 2.79699 2.89999 1.57603 0.069 -0.073 -0.015
C 2.52357 1.57554 1.86585 -0.009 -0.009 0.052
C 3.51973 0.60472 1.79913 -0.009 0.076 0.002
C 4.80132 0.98535 1.46579 -0.033 -0.008 0.004
S 0.83529 1.13893 2.16665 0.115 0.034 0.030
C 0.96919 0.24831 3.71205 0.055 0.056 -0.098
O 0.54524 0.00591 1.18870 0.187 -0.126 0.560
H 6.58001 3.77361 0.61064 0.011 0.016 -0.007
H 6.81188 2.17873 -0.10519 0.016 -0.015 -0.027
H 7.20948 2.44358 1.58739 0.014 -0.005 0.006
H 4.30453 4.29353 0.98243 0.005 0.061 -0.019
H 2.00153 3.62992 1.56065 -0.070 0.072 0.014
H 3.28549 -0.43482 1.97669 -0.022 -0.101 0.028
H 5.58235 0.23885 1.40554 0.045 -0.043 0.002
H 1.68506 -0.56182 3.61193 0.041 -0.049 -0.025
H -0.01743 -0.14923 3.93274 -0.078 -0.014 -0.024
H 1.27800 0.94892 4.48206 0.039 0.074 0.078
```
Forces are in eV/Å.

Calculated values
Frontier orbital gap   0.3164 Eh
DFT total energy   -101862.9745 eV
2S+1   1
LUMO energy   0.005 hartree

***

The highest DFT total energy belongs to which entry?
H2N3O2S

***

Please write out number 3 again, unchanged.
H2N3O2S | ωB97M-V/def2-TZVPD

XYZ file:
```
8
Properties=species:S:1:pos:R:3:forces:R:3
N 3.05145 -0.72524 1.73320 0.540 -0.347 0.597
N 0.08973 0.34892 -0.49021 1.150 -1.759 -1.540
N 1.89486 -0.83565 1.26999 -2.064 0.468 -1.416
O 0.87212 -1.55446 1.50857 0.762 -0.458 0.853
O 3.61196 0.23615 1.01832 0.497 -0.506 0.407
S 1.80427 0.40799 0.01226 -0.756 1.608 -0.695
H -0.61714 0.24417 0.21996 0.116 -0.228 0.430
H 0.01293 -0.45717 -1.17681 -0.245 1.222 1.365
```
Forces are in eV/Å.

Calculated values
Frontier orbital gap   0.2852 Eh
DFT total energy   -19429.9062 eV
Charge   -1
2S+1   1
LUMO energy   0.155 hartree

***

Which value of 2S+1 does entry 2 give?
4

***

Look up the 2S+1 of the third one.
1